# 1
ORCA calculation (the ωB97M-V functional and the def2-TZVPD basis) on a 9-piece molecular cluster, C67H145N7O9 overall at a distorted geometry.

Max |F|   3.63 eV/Å
SMILES   CC1(C)CCCC(C)(C)N1O.CC1(C)CCCC(C)(C)N1O.CC1(C)CCCC(C)(C)N1O.CC1(C)CCCC(C)(C)N1O.CC1(C)CCCC(C)(C)N1O.CC1(C)CCCC(C)(C)N1O.CC1(C)CCCC(C)(C)N1O.CCO.CCO
HOMO   -7.823 eV

The geometry in ORCA input format:
```
! wB97M-V def2-TZVPD RIJCOSX def2/J DEFGRID3
* xyz 0 1
C -1.87902 -3.90709 1.77005
C -1.41066 -4.97460 0.75001
C -0.64776 -4.33167 -0.46695
C -0.50679 -6.05393 1.44350
C -0.10454 -7.19082 0.47581
C -1.35537 -7.90038 0.03477
C -2.35530 -6.95479 -0.57224
C -2.04387 -6.49015 -2.07342
C -3.66918 -7.76064 -0.68446
N -2.64380 -5.77608 0.37714
O -3.42020 -4.78687 -0.37209
H -2.73253 -4.37268 2.21277
H -1.08771 -3.74556 2.45722
H -2.11555 -2.96329 1.27408
H 0.13322 -3.61232 -0.03509
H -0.09407 -5.00316 -1.06112
H -1.42076 -3.82266 -1.08760
H 0.35057 -5.46740 1.78869
H -0.98028 -6.51256 2.36160
H 0.39899 -6.73030 -0.38582
H 0.54523 -7.93645 0.88171
H -1.74158 -8.37022 0.95286
H -1.11251 -8.66785 -0.66017
H -2.17632 -5.40657 -2.22595
H -2.70774 -7.00851 -2.74538
H -1.02399 -6.64427 -2.36718
H -4.05605 -8.03144 0.25782
H -3.41801 -8.74206 -1.19241
H -4.41125 -7.27588 -1.29952
H -4.30381 -5.02263 -0.13171
C 2.52518 -1.83282 4.16719
C 3.32654 -2.49586 2.94816
C 4.43727 -3.37100 3.58270
C 2.35948 -3.40582 2.11488
C 2.81972 -3.85625 0.69713
C 3.29798 -2.54957 0.06494
C 4.39959 -1.75573 0.79888
C 5.69963 -2.49963 0.93818
C 4.67574 -0.41706 0.10068
N 3.82352 -1.31859 2.13118
O 4.91022 -0.72886 2.99882
H 3.23914 -1.42679 4.85982
H 1.88294 -1.04159 3.71518
H 1.83569 -2.58135 4.63508
H 5.21109 -3.75686 2.92939
H 4.89388 -2.71833 4.30025
H 3.94196 -4.21756 4.05995
H 2.20180 -4.27410 2.66233
H 1.38773 -2.82948 2.00088
H 3.59054 -4.62433 0.73911
H 2.09523 -4.31236 0.02216
H 2.33935 -1.96857 0.07011
H 3.63349 -2.65547 -0.97357
H 6.34048 -1.94503 1.61617
H 6.23795 -2.39841 -0.05235
H 5.57684 -3.50512 1.21010
H 3.83263 0.26276 0.14082
H 4.96214 -0.61752 -0.96698
H 5.49322 0.12668 0.61970
H 4.67832 0.22368 3.02938
C 1.83252 0.28504 -8.43203
C 1.85211 -0.50289 -7.08844
C 0.49812 -1.01867 -6.77264
C 2.82086 -1.67665 -7.28490
C 4.33496 -1.35116 -7.16992
C 4.53444 -0.58099 -5.84323
C 3.65628 0.71101 -5.75023
C 3.71498 1.35496 -4.34587
C 4.24452 1.77587 -6.71431
N 2.27934 0.27066 -5.93189
O 1.40609 1.42707 -5.72730
H 2.80217 0.66045 -8.77248
H 1.37733 -0.40144 -9.16163
H 1.18716 1.14444 -8.39797
H -0.18427 -0.16596 -6.79842
H 0.20474 -1.77441 -7.49941
H 0.45980 -1.45848 -5.76744
H 2.54625 -2.37780 -6.48885
H 2.42421 -2.24680 -8.14640
H 4.87840 -2.30146 -7.16348
H 4.68981 -0.77453 -8.03534
H 5.58070 -0.33172 -5.76395
H 4.23346 -1.28055 -5.05317
H 3.52058 0.58611 -3.65257
H 2.97321 2.16343 -4.19715
H 4.75025 1.64831 -4.15160
H 3.67960 2.69451 -6.73010
H 4.23573 1.44161 -7.73906
H 5.28447 2.12773 -6.39536
H 1.26966 1.85190 -6.64550
C -0.00708 3.71976 -4.44107
C -0.56187 5.11150 -4.78916
C -1.54749 5.04919 -5.92898
C -1.29908 5.97183 -3.70567
C -0.35015 6.52717 -2.66736
C 0.71956 7.29290 -3.31351
C 1.55333 6.57600 -4.38795
C 2.39384 7.53719 -5.19721
C 2.49920 5.41648 -3.85781
N 0.45589 6.08779 -5.26597
O 1.19293 5.37851 -6.38587
H 0.80504 3.39258 -5.06659
H 0.30859 3.62045 -3.43010
H -0.85922 3.01335 -4.62060
H -1.73872 6.12251 -6.27389
H -1.31974 4.37772 -6.75922
H -2.51652 4.73415 -5.55221
H -1.93823 6.73918 -4.14276
H -2.10295 5.37491 -3.14386
H -0.84777 6.99518 -1.77082
H 0.08475 5.63697 -2.17087
H 1.41938 7.53177 -2.49318
H 0.45892 8.27184 -3.74622
H 1.83666 8.03765 -6.04355
H 3.14752 6.96460 -5.74885
H 2.75810 8.34571 -4.51438
H 1.93288 5.02901 -2.98892
H 3.43281 5.87325 -3.47081
H 2.72083 4.65303 -4.56593
H 0.84071 5.95567 -7.14884
C 0.28739 3.71510 0.34012
C 1.67859 3.62021 1.02592
C 2.68070 2.97668 0.02329
C 2.22580 4.92772 1.49651
C 1.48232 5.50813 2.66776
C 1.52629 4.49228 3.79811
C 0.89575 3.08894 3.40062
C 1.31660 2.08980 4.56337
C -0.62721 3.20967 3.30275
N 1.60598 2.66663 2.14510
O 1.02865 1.50769 1.56094
H 0.29532 4.44395 -0.49860
H -0.02793 2.73438 0.00801
H -0.41978 4.15290 1.03075
H 3.12699 3.76358 -0.56705
H 3.41441 2.40285 0.54998
H 2.17998 2.27332 -0.64304
H 3.31289 4.75161 1.71083
H 2.19549 5.69661 0.65954
H 1.82344 6.50614 2.97401
H 0.48048 5.75175 2.50168
H 0.98710 4.77340 4.66430
H 2.54150 4.40416 4.20500
H 0.90552 2.40131 5.49762
H 2.38232 1.99308 4.45046
H 0.89357 1.10198 4.30000
H -1.17954 3.00595 4.22798
H -0.94967 2.59030 2.50821
H -0.94338 4.16791 2.98827
H 1.73851 0.81061 1.61037
C -3.89417 -0.53314 2.15884
C -5.27985 -0.10187 1.67050
C -6.04276 -1.38170 1.23797
C -6.12872 0.43553 2.90484
C -5.58084 1.72214 3.47615
C -5.50828 2.74527 2.31183
C -4.77563 2.25837 1.06644
C -5.12869 3.23256 -0.13480
C -3.25326 2.35202 1.26976
N -5.30017 0.95403 0.67067
O -4.58484 0.53342 -0.39367
H -3.42797 0.26305 2.76887
H -4.09615 -1.39219 2.82425
H -3.21423 -0.71086 1.33348
H -5.87725 -2.10561 2.03306
H -7.09435 -1.20778 1.05759
H -5.58566 -1.82087 0.28783
H -7.16578 0.53422 2.61410
H -6.11873 -0.37178 3.64792
H -6.30615 2.14178 4.20321
H -4.64342 1.72711 4.03888
H -5.13642 3.77210 2.65065
H -6.55398 2.94104 2.00827
H -6.21532 3.12067 -0.28639
H -4.63296 2.91594 -1.02672
H -4.98566 4.25933 0.09649
H -2.97072 3.38765 1.23689
H -2.83736 1.80724 0.39606
H -2.78508 1.98188 2.15170
H -5.26648 0.40343 -1.09414
C -4.23419 -1.78147 8.57021
C -3.19030 -0.94735 7.69457
C -4.06282 0.02131 6.81111
C -2.25304 -0.24523 8.70565
C -0.93662 0.29278 8.13238
C -0.28764 -0.94782 7.55680
C -1.12299 -1.71616 6.52424
C -1.14021 -0.90035 5.16137
C -0.43763 -3.06484 6.34387
N -2.42973 -1.90842 6.94429
O -3.20614 -2.54700 5.96550
H -3.59999 -2.52841 9.08556
H -4.69811 -1.05923 9.20947
H -4.96754 -2.31574 7.96042
H -4.62375 0.68778 7.36258
H -3.42478 0.56137 6.14741
H -4.78706 -0.51872 6.16842
H -2.88465 0.44339 9.27398
H -1.89399 -0.95777 9.44007
H -1.03700 0.96833 7.23906
H -0.26817 0.69531 8.89222
H 0.00927 -1.70410 8.29163
H 0.58842 -0.78554 7.02679
H -0.08213 -0.77592 4.88126
H -1.59698 0.08792 5.22687
H -1.40377 -1.49573 4.26694
H -0.83966 -3.70226 5.52488
H -0.69283 -3.55865 7.26012
H 0.61418 -2.94576 6.19990
H -3.78280 -3.11612 6.49727
C 1.59105 -4.65796 -3.63939
C 1.21780 -3.24566 -3.23688
O 2.41456 -2.56541 -3.24457
H 2.11077 -4.69360 -4.66591
H 0.67753 -5.25234 -3.73539
H 2.15086 -5.26483 -2.90057
H 0.78431 -3.14282 -2.25385
H 0.51202 -2.79250 -4.00281
H 2.25135 -1.62063 -3.33486
C 0.00377 0.06591 -3.23424
C -0.46642 0.53797 -1.86810
O 0.10675 -0.32540 -0.94623
H -0.43955 -0.86104 -3.49632
H 1.04775 -0.04999 -3.28778
H -0.22597 0.72613 -4.13168
H -1.54821 0.48659 -1.76227
H -0.27183 1.57112 -1.81880
H 0.07063 0.17348 -0.11291
*
```



# 2
ORCA calculation (the ωB97M-V functional and the def2-TZVPD basis) on C67H49N6OP2RuS2 as an isolated structure at a distorted geometry.

<S²>   0.80
Max |F|   1.49 eV/Å
HOMO (alpha / beta)   -12.293 / -12.292 eV

The geometry in ORCA input format:
```
! wB97M-V def2-TZVPD RIJCOSX def2/J DEFGRID3
* xyz 2 2
Ru -0.46162 -0.05013 -1.02084
O -0.03972 -1.89502 0.21572
S 1.12889 -1.15483 0.91303
C 2.60793 -1.85786 0.33169
C 2.91341 -3.19801 0.46414
C 4.18312 -3.69322 0.11822
C 5.13667 -2.78952 -0.28720
C 6.59623 -2.96910 -0.61959
C 7.10629 -1.54885 -0.98915
C 5.89933 -0.65844 -0.84792
C 5.70384 0.67898 -1.02475
C 4.39137 1.19267 -0.90320
C 3.27360 0.45107 -0.56675
P 1.60364 1.28101 -0.77987
C 1.95641 2.41355 -2.18169
C 1.64882 2.03115 -3.47977
C 1.98623 2.81568 -4.57183
C 2.63330 4.02446 -4.38004
C 2.93617 4.43866 -3.08954
C 2.60650 3.64213 -2.00683
C 1.63266 2.38718 0.67445
C 1.17570 3.69815 0.65476
C 1.25549 4.49181 1.78941
C 1.76127 3.97665 2.97061
C 2.19805 2.66023 3.01241
C 2.14978 1.88161 1.87040
C 3.51363 -0.91865 -0.22708
C 4.79712 -1.43467 -0.44639
C 1.11356 -1.44360 2.63496
C 2.18841 -1.93018 3.34131
C 2.13866 -2.14184 4.73215
C 0.95467 -1.90761 5.37014
C 0.55469 -2.10814 6.80760
C -0.93621 -1.69006 6.86939
C -1.25502 -1.20796 5.48114
C -2.39507 -0.68662 4.94310
C -2.36473 -0.29928 3.59152
C -1.26994 -0.40768 2.74304
P -1.63894 0.40544 1.11144
C -3.32069 -0.40157 0.76596
C -4.56934 0.55600 0.70951
C -5.83419 -0.27807 0.35994
C -5.43838 -1.77306 0.16506
C -4.51262 -2.44571 1.08358
C -3.41270 -1.76519 1.36999
C -1.87776 2.17273 1.61154
C -1.75080 3.12773 0.60905
C -2.05902 4.45980 0.81907
C -2.44395 4.88846 2.07799
C -2.49006 3.97043 3.11644
C -2.21560 2.63052 2.88601
C -0.10118 -1.04726 3.28177
C -0.13567 -1.37549 4.64666
H 2.16630 -3.86660 0.87390
H 4.40097 -4.74655 0.22533
H 6.72512 -3.67707 -1.43884
H 7.13276 -3.38172 0.23601
H 7.49865 -1.51220 -2.00569
H 7.91147 -1.22426 -0.33000
H 6.50746 1.34858 -1.29795
H 4.27429 2.23693 -1.14104
H 1.14790 1.09441 -3.65432
H 1.74883 2.47522 -5.57130
H 2.90396 4.64118 -5.22556
H 3.43458 5.38384 -2.92364
H 2.85305 3.99503 -1.01549
H 0.76009 4.12002 -0.25157
H 0.91535 5.51756 1.74964
H 1.82648 4.59975 3.85177
H 2.60161 2.24830 3.92735
H 2.54501 0.87571 1.91536
H 3.10296 -2.16910 2.81560
H 3.00968 -2.51765 5.24984
H 1.17772 -1.50540 7.46932
H 0.69488 -3.14754 7.10538
H -1.12353 -0.91462 7.61173
H -1.57245 -2.53647 7.13127
H -3.29985 -0.54982 5.51901
H -3.28137 0.12296 3.19881
H -4.71883 1.26950 1.51626
H -6.69391 -0.04935 0.98236
H -6.32352 -2.35913 -0.07363
H -4.68624 -3.45439 1.42879
H -2.60185 -2.19511 1.93339
H -1.38081 2.80905 -0.35989
H -1.97123 5.16914 0.00555
H -2.67493 5.92956 2.25574
H -2.75067 4.29221 4.11502
H -2.27283 1.96194 3.72862
N -2.57129 2.05036 -3.94974
C -2.00954 2.15346 -2.74844
N -1.19996 1.12417 -2.55764
C -1.32417 0.40970 -3.73471
N -2.15664 0.94165 -4.59143
C -0.34861 -0.61784 -4.01443
C 0.30730 -0.62052 -5.22861
N 1.56423 -1.01156 -5.39612
C 2.24845 -1.20301 -4.23933
C 1.66393 -1.31861 -3.02609
N 0.23850 -1.30537 -2.88892
H -3.24278 2.66292 -4.38489
H -2.18253 2.97058 -2.07328
H -0.20001 -0.19234 -6.08744
H 3.32596 -1.26596 -4.31802
H 2.21600 -1.54689 -2.12995
S -4.29098 -2.31577 -2.46113
C -4.80173 -1.21452 -1.14640
C -6.03379 -0.26545 -1.20579
C -5.94509 1.02172 -1.91530
C -4.86794 1.72870 -1.60950
C -3.95724 1.09257 -0.63373
C -3.52147 -0.39728 -0.76868
N -2.33387 -0.94305 -1.41648
C -2.60763 -1.98762 -2.11266
C -1.60522 -2.98134 -2.49699
C -2.00307 -4.31726 -2.43140
C -1.08395 -5.34989 -2.44970
C 0.25986 -5.04374 -2.52149
C 0.67528 -3.72438 -2.64166
C -0.24482 -2.68623 -2.64347
H -6.92475 -0.83548 -1.45987
H -6.72329 1.35263 -2.58728
H -4.68592 2.72724 -1.98473
H -3.10010 1.71372 -0.41772
H -3.05255 -4.54472 -2.31894
H -1.41942 -6.37484 -2.39240
H 1.00219 -5.82980 -2.51748
H 1.72738 -3.53835 -2.77608
*
```



# 3
ORCA calculation (the ωB97M-V functional and the def2-TZVPD basis) on a 10-piece molecular cluster, C67H65FO2 overall.

Max |F|   0.43 eV/Å
SMILES   Cc1cc(CCF)cc2c1C(=O)C=CC2=O.c1ccccc1.c1ccccc1.c1ccccc1.c1ccccc1.c1ccccc1.c1ccccc1.c1ccccc1.c1ccccc1.c1ccccc1
HOMO   -9.113 eV

The geometry in ORCA input format:
```
! wB97M-V def2-TZVPD RIJCOSX def2/J DEFGRID3
* xyz 0 1
C 6.78184 -5.71979 0.74416
C 5.70751 -4.66903 0.62293
C 4.37061 -5.07306 0.60260
C 3.30815 -4.17874 0.48991
C 1.88071 -4.66396 0.48292
C 1.18687 -4.48026 -0.85406
F 1.13272 -3.13094 -1.21354
C 3.58896 -2.81726 0.39691
C 4.90507 -2.39278 0.38322
C 5.97080 -3.30049 0.49681
C 7.35200 -2.72438 0.46680
O 8.29486 -3.19280 1.06238
C 7.50365 -1.47069 -0.33103
C 6.48627 -0.61524 -0.43311
C 5.19782 -0.93440 0.24129
O 4.44644 -0.07664 0.64393
H 7.62192 -5.35434 1.32580
H 7.14445 -6.00980 -0.24285
H 6.37613 -6.59601 1.24876
H 4.15056 -6.13323 0.68273
H 1.30272 -4.16066 1.26049
H 1.87689 -5.74131 0.67001
H 0.15730 -4.84338 -0.80782
H 1.69788 -5.01622 -1.65665
H 2.79919 -2.08030 0.34178
H 8.46520 -1.24756 -0.77485
H 6.56598 0.32589 -0.96326
C 0.95586 -0.43695 1.86521
C 0.04333 -1.38244 1.41824
C -0.94518 -1.85284 2.27308
C -1.02122 -1.37458 3.57455
C -0.10699 -0.42904 4.02084
C 0.88161 0.03943 3.16656
H 1.72469 -0.06777 1.19630
H 0.10951 -1.75048 0.40202
H -1.65880 -2.58931 1.92439
H -1.79452 -1.73496 4.24095
H -0.17053 -0.05581 5.03538
H 1.59340 0.77873 3.51262
C 0.72718 -8.74233 3.95738
C 1.15762 -7.50595 3.49659
C 2.49157 -7.31754 3.16253
C 3.39570 -8.36286 3.29020
C 2.96542 -9.59837 3.75360
C 1.63130 -9.78781 4.08653
H -0.31297 -8.89119 4.21699
H 0.45436 -6.68825 3.39983
H 2.83050 -6.35239 2.80707
H 4.43634 -8.21441 3.02993
H 3.67005 -10.41339 3.85673
H 1.29578 -10.75116 4.44816
C -0.05981 2.69827 0.41983
C -0.36002 4.05394 0.40805
C -0.70120 4.68168 -0.78305
C -0.74441 3.95007 -1.96173
C -0.44252 2.59570 -1.94863
C -0.09921 1.96886 -0.75979
H 0.19823 2.20607 1.34851
H -0.32861 4.62114 1.33016
H -0.93802 5.73835 -0.79354
H -1.02208 4.43404 -2.89030
H -0.47992 2.02779 -2.86893
H 0.13292 0.91092 -0.75091
C -2.97599 -4.78694 -1.44943
C -3.82753 -5.87796 -1.55481
C -3.89577 -6.59227 -2.74299
C -3.11298 -6.21604 -3.82581
C -2.26286 -5.12382 -3.72125
C -2.19498 -4.40904 -2.53314
H -2.92234 -4.22877 -0.52299
H -4.44009 -6.17018 -0.71167
H -4.55999 -7.44279 -2.82539
H -3.16530 -6.77465 -4.75138
H -1.65205 -4.83048 -4.56609
H -1.53026 -3.55709 -2.44924
C -1.51379 0.97280 -5.39446
C -1.68651 0.85768 -6.76633
C -2.04767 -0.36145 -7.32288
C -2.21843 -1.47101 -6.50611
C -2.03434 -1.35888 -5.13454
C -1.68604 -0.13611 -4.57727
H -1.24938 1.92998 -4.96300
H -1.55235 1.72432 -7.40159
H -2.19681 -0.44657 -8.39151
H -2.50119 -2.42246 -6.93841
H -2.17347 -2.22261 -4.49713
H -1.55003 -0.04744 -3.50651
C 0.29235 1.30417 7.66515
C -0.00949 0.03605 8.14208
C -0.91552 -0.11551 9.18264
C -1.51756 1.00084 9.74642
C -1.21326 2.26887 9.27074
C -0.30861 2.42086 8.22930
H 0.99793 1.42262 6.85206
H 0.46247 -0.83413 7.70327
H -1.15156 -1.10400 9.55512
H -2.22475 0.88258 10.55723
H -1.68148 3.13920 9.71208
H -0.07146 3.40945 7.85740
C -1.32266 8.85953 -4.67557
C -1.59235 7.76689 -5.48818
C -2.33082 6.70028 -4.99414
C -2.79916 6.72588 -3.68770
C -2.52556 7.81647 -2.87372
C -1.78827 8.88384 -3.36815
H -0.74877 9.69234 -5.06121
H -1.22568 7.74639 -6.50658
H -2.54281 5.84670 -5.62519
H -3.37554 5.89298 -3.30404
H -2.88722 7.83402 -1.85341
H -1.57564 9.73484 -2.73389
C 1.91817 7.38707 2.66341
C 1.47655 8.49989 3.36569
C 0.74183 8.33857 4.53238
C 0.44700 7.06412 4.99640
C 0.88705 5.95112 4.29329
C 1.62375 6.11266 3.12785
H 2.49155 7.51193 1.75394
H 1.70430 9.49399 3.00298
H 0.39796 9.20669 5.07986
H -0.12637 6.93856 5.90599
H 0.65390 4.95645 4.65235
H 1.96547 5.24447 2.57840
C -7.01258 3.67629 -5.18280
C -6.53313 4.87966 -5.68191
C -5.26803 4.94063 -6.24984
C -4.48367 3.79694 -6.31698
C -4.96066 2.59424 -5.81420
C -6.22607 2.53407 -5.24737
H -7.99965 3.62931 -4.74090
H -7.14474 5.77103 -5.62695
H -4.89371 5.87971 -6.63757
H -3.49653 3.84109 -6.76164
H -4.34109 1.70710 -5.85910
H -6.59750 1.59720 -4.85259
*
```